Entry from the Open Molecules 2025 dataset: a cluster of 2 separate species, C16H17N in total at a distorted geometry (ωB97M-V with the def2-TZVPD basis set).

Last column: Löwdin charge in e.
Atoms and positions in Å:
1 C 0.9617 -2.5049 -3.1552  -0.06
2 C 0.4219 -1.2168 -3.6124  -0.24
3 C 0.2629 -0.6974 -4.8519  -0.07
4 N -0.2995 0.5690 -4.8053  0.07
5 C -0.3723 0.9205 -3.4734  -0.21
6 C -0.9869 2.0418 -2.8572  -0.02
7 C -1.0278 2.0765 -1.4804  -0.11
8 C -0.9112 0.9048 -0.7239  -0.11
9 C -0.3380 -0.2116 -1.3029  -0.03
10 C -0.0838 -0.2195 -2.6813  -0.13
11 H 1.9650 -2.6694 -3.5843  0.08
12 H 0.4035 -3.3739 -3.5470  0.08
13 H 1.0381 -2.7708 -2.1116  0.07
14 H 0.4046 -1.2487 -5.7815  0.13
15 H -0.2151 1.2253 -5.5624  0.15
16 H -1.2319 2.9082 -3.4610  0.10
17 H -1.0653 2.9848 -0.8903  0.10
18 H -1.3883 0.9315 0.2535  0.10
19 H -0.1568 -1.0622 -0.6655  0.09
20 C 2.6174 0.0015 3.6139  -0.05
21 C 1.1320 0.1476 3.7731  -0.27
22 C 0.2177 -0.3968 2.8343  -0.05
23 C -0.9456 -0.9019 3.3413  -0.11
24 C -1.4629 -0.5674 4.6008  -0.10
25 C -0.6610 0.1862 5.4424  -0.09
26 C 0.6008 0.5427 4.9906  -0.07
27 H 3.0554 0.5151 2.7564  0.08
28 H 2.8618 -1.0561 3.3541  0.09
29 H 3.0947 0.2447 4.5534  0.07
30 H 0.4713 -0.5384 1.7852  0.10
31 H -1.4728 -1.7143 2.8175  0.11
32 H -2.3033 -1.1365 4.9812  0.10
33 H -1.1083 0.4588 6.3768  0.10
34 H 1.2521 0.9942 5.7420  0.11

- LUMO: 0.90 eV
- Kohn-Sham gap: 8.72 eV
- SMILES string: Cc1c[nH]c2ccccc12.Cc1ccccc1
- Largest force on an atom: 2.83 eV/A
- Energy above the lowest of the compared OMol25 structures with the same formula, charge and spin: 166.66 kJ/mol